A 2-piece molecular cluster, CH3I2NO overall. Source: the Open Molecules 2025 dataset; level of theory: ωB97M-V/def2-TZVPD.

Element x y z (Å)
C -0.1526 -0.0705 -0.4982
N -2.2242 -0.8062 -0.7607
O -1.4404 0.3508 -0.8627
I -2.3477 -1.8670 2.5152
I -4.0722 -0.6728 -1.2742
H -0.1920 -0.7244 0.4128
H 0.4764 0.8440 -0.4355
H 0.3042 -0.5647 -1.4517

- Frontier orbital gap (spin up / spin down): 8.95 / 5.85 eV
- HOMO (spin up / spin down): -0.3573 / -0.3252 Ha
- Strongest force on any atom: 3.1 eV/Å
- Energy above the lowest of the compared OMol25 structures with the same formula, charge and spin: 115.37 kJ/mol